{
  "formula": "C6H41NO14",
  "method": "ωB97M-V/def2-TZVPD",
  "elements": ["C", "N", "C", "O", "C", "C", "C", "C", "H", "H", "H", "H", "H", "H", "H", "H", "H", "H", "H", "H", "H", "H", "H", "H", "H", "O", "H", "H", "O", "H", "H", "O", "H", "H", "O", "H", "H", "O", "H", "H", "O", "H", "H", "O", "H", "H", "O", "H", "H", "O", "H", "H", "O", "H", "H", "O", "H", "H", "O", "H", "H", "O"],
  "positions_angstrom": [[-0.62, 0.19, -0.55], [-1.41, -0.91, -1.07], [-0.79, -2.16, -1.37], [0.04, -2.68, -0.30], [-1.49, 1.42, -0.37], [-0.98, 2.64, 0.52], [-2.02, 3.72, 0.36], [-0.70, 2.26, 1.97], [-0.03, 0.01, 0.38], [0.23, 0.36, -1.22], [-2.16, -1.03, -0.38], [-0.03, -1.92, -2.13], [-1.53, -2.92, -1.59], [-0.43, -3.36, 0.20], [-1.64, 1.78, -1.38], [-2.43, 1.15, 0.11], [-0.09, 2.95, -0.03], [-3.02, 3.47, 0.71], [-1.75, 4.63, 0.92], [-2.18, 4.12, -0.65], [-1.60, 1.89, 2.45], [-0.01, 1.41, 2.04], [-0.15, 3.10, 2.39], [-1.14, -4.39, 2.55], [-0.12, -3.27, 2.50], [-1.01, -3.53, 2.14], [-0.83, 3.34, -4.20], [0.36, 2.98, -3.23], [-0.10, 2.75, -4.06], [1.80, -4.15, 2.12], [1.56, -4.23, 0.62], [2.22, -4.45, 1.29], [2.32, 2.03, -4.13], [1.73, 1.07, -5.11], [2.44, 1.14, -4.46], [-3.06, 1.08, -3.34], [-3.62, 0.73, -2.09], [-3.63, 1.50, -2.67], [1.50, -1.87, 3.40], [1.12, -2.97, 4.38], [1.23, -2.81, 3.45], [1.73, -0.57, 4.77], [0.42, -0.63, 5.61], [1.34, -0.89, 5.59], [3.47, 0.39, -0.48], [3.09, 0.75, -1.94], [2.82, 0.87, -1.01], [-1.05, -0.39, -3.30], [-0.73, 1.10, -3.87], [-1.25, 0.27, -3.97], [2.70, -0.79, 2.02], [3.54, -1.02, 3.36], [2.74, -0.65, 3.00], [2.99, -2.52, 0.55], [2.11, -1.48, -0.20], [2.77, -1.57, 0.50], [-2.46, -1.58, 1.84], [-3.29, -2.56, 1.12], [-3.27, -1.62, 1.30], [2.03, 3.14, -1.91], [1.16, 1.90, -1.37], [1.15, 2.77, -1.78]],
  "nbo_charge": [-0.23, -0.67, 0.09, -0.80, -0.41, -0.23, -0.61, -0.62, 0.17, 0.16, 0.39, 0.16, 0.18, 0.50, 0.23, 0.20, 0.22, 0.21, 0.20, 0.22, 0.21, 0.20, 0.22, 0.47, 0.50, -1.01, 0.49, 0.50, -1.00, 0.49, 0.47, -0.97, 0.47, 0.49, -0.95, 0.49, 0.46, -0.96, 0.51, 0.50, -1.00, 0.49, 0.48, -0.97, 0.50, 0.49, -0.98, 0.48, 0.50, -1.00, 0.53, 0.49, -1.01, 0.51, 0.51, -0.99, 0.48, 0.47, -0.94, 0.49, 0.52, -0.97],
  "e_homo_ev": -9.345,
  "lumo_energy_ev": -0.03,
  "total_charge": 0,
  "largest_force_ev_per_a": 2.75,
  "homo_lumo_gap_ev": 9.313,
  "de_lowest_ev": 1.7508
}